## P
A cluster of 3 separate species, C3H12NO2 in total. Source: the Open Molecules 2025 dataset; level of theory: ωB97M-V/def2-TZVPD.

Output
HOMO: -15.70 eV
HOMO-LUMO gap: 11.28 eV
lowest unoccupied orbital energy: -4.41 eV
net charge: +1

Structure (XYZ):
```
18
C3H12NO2, DFT ωB97M-V/def2-TZVPD
C 2.173 -0.585 0.841
C 0.935 -1.360 0.365
C 0.356 -0.717 -1.870
N 0.224 -0.518 -0.619
H 1.927 0.442 1.094
H 2.878 -0.603 0.006
H 2.681 -0.918 1.746
H 0.257 -1.614 1.176
H 1.212 -2.264 -0.151
H -0.245 -0.149 -2.571
H 0.927 -1.591 -2.168
H -0.069 0.437 -0.330
H 0.041 2.898 0.189
H -1.361 2.112 0.330
O -0.446 2.087 0.032
H -3.374 0.306 0.316
H -2.818 0.290 1.750
O -2.556 0.419 0.825
```

***

## Q
A structure of composition C3H12NO2. Source: the Open Molecules 2025 dataset; level of theory: ωB97M-V/def2-TZVPD.

Output
HOMO: -13.32 eV
HOMO-LUMO gap: 5.38 eV
lowest unoccupied orbital energy: -7.94 eV
net charge: +1

Structure (XYZ):
```
18
C3H12NO2, DFT ωB97M-V/def2-TZVPD
C -1.659 -0.358 0.803
C -1.669 0.311 -0.553
C -2.571 -0.346 -1.569
O -0.134 -0.074 -1.012
N -2.601 0.037 1.788
H -0.532 -0.032 1.295
H -1.609 -1.449 0.708
H -1.765 1.406 -0.546
H -3.573 0.089 -1.561
H -2.184 -0.208 -2.577
H -2.623 -1.422 -1.397
H -0.346 0.654 -0.479
H -3.439 0.409 1.346
H -0.142 0.638 1.521
H -2.300 0.667 2.521
H 6.684 -0.087 -0.273
H 6.730 0.026 0.923
O 7.386 0.365 0.264
```

***

Most stable structure: P

***

## P
A cluster of 3 separate species, C3H12NO2 in total. Source: the Open Molecules 2025 dataset; level of theory: ωB97M-V/def2-TZVPD.

Output
HOMO: -14.34 eV
HOMO-LUMO gap: 11.20 eV
lowest unoccupied orbital energy: -3.14 eV
net charge: +1

Structure (XYZ):
```
18
C3H12NO2, DFT ωB97M-V/def2-TZVPD
C -0.147 -2.607 -0.001
C 0.404 -1.529 0.887
C 1.697 -1.396 1.145
N -0.505 -0.365 1.035
H -0.359 -2.199 -0.995
H -1.071 -3.046 0.381
H 0.582 -3.399 -0.132
H 2.064 -0.575 1.754
H 2.405 -2.044 0.651
H -1.426 -0.669 1.346
H -0.025 0.260 1.687
H -0.628 0.230 0.170
H -0.728 1.949 -1.256
H -2.176 1.788 -0.813
O -1.365 1.277 -0.919
H 1.203 2.978 -1.878
H 0.396 4.215 -1.533
O 0.375 3.254 -1.465
```

***

## Q
A cluster of 3 separate species, C3H12NO2 in total. Source: the Open Molecules 2025 dataset; level of theory: ωB97M-V/def2-TZVPD.

Output
HOMO: -14.49 eV
HOMO-LUMO gap: 10.90 eV
lowest unoccupied orbital energy: -3.60 eV
net charge: +1

Structure (XYZ):
```
18
C3H12NO2, DFT ωB97M-V/def2-TZVPD
C 0.687 -1.217 -2.826
C 0.565 -1.351 -1.331
C 0.471 -2.457 -0.530
N -0.009 -0.098 -0.727
H 0.572 -2.166 -3.298
H 1.664 -0.971 -3.137
H -0.032 -0.568 -3.234
H 0.282 -2.326 0.565
H 0.402 -3.442 -0.780
H 0.614 0.670 -0.961
H -1.050 0.067 -1.018
H 0.061 -0.213 0.314
H -0.246 1.938 2.554
H 1.086 1.964 1.623
O 0.180 1.482 1.713
H -1.480 3.412 4.299
H -2.232 2.261 3.411
O -1.536 3.015 3.365
```

***

Most stable structure: P